# 1
55
Properties=species:S:1:pos:R:3 method="wB97M-V/def2-TZVPD" charge=+1 spin_multiplicity=2 orbital_gap_ev="10.24 / 5.61"
C -2.111 -1.559 -1.233
C -0.946 -0.568 -0.944
C -1.449 0.543 0.008
C -1.545 1.884 -0.679
O -2.094 2.731 -0.022
N 0.141 -1.239 -0.264
C 1.491 -0.649 -0.362
O 2.394 -1.578 0.185
H -3.116 -1.161 -1.152
H -1.756 -1.891 -2.225
H -2.046 -2.448 -0.588
H -0.499 -0.013 -1.789
H -0.850 0.726 0.945
H -2.475 0.329 0.326
H -1.001 2.128 -1.608
H -0.194 -1.455 0.693
H 1.739 -0.445 -1.409
H 1.544 0.222 0.304
H 2.199 -2.487 -0.060
H -2.068 2.931 2.779
H -0.660 3.321 3.222
O -1.595 3.488 3.426
H 1.899 2.393 3.792
H 0.793 1.612 3.064
O 1.106 2.508 3.256
H 1.570 3.136 0.332
H 1.790 3.222 1.858
O 2.253 3.332 1.004
H -0.465 4.323 -0.740
H 1.017 4.903 -0.579
O 0.479 4.163 -0.874
H -2.589 -1.875 2.725
H -2.281 -2.757 1.742
O -1.808 -1.955 2.146
H -0.927 -4.898 2.198
H -1.633 -5.089 0.799
O -1.759 -4.845 1.724
H -1.292 0.275 -4.928
H -0.292 1.109 -4.141
O -1.218 0.840 -4.144
H -1.225 -0.148 3.524
H -0.109 -0.930 2.845
O -0.481 -0.052 2.924
H -0.079 -4.414 -1.942
H -0.635 -3.577 -0.634
O -0.687 -4.340 -1.191
H 3.571 1.269 -0.062
H 3.369 2.709 -0.399
O 3.550 1.850 -0.833
H 2.236 -4.236 -1.577
H 2.628 -3.279 -2.629
O 1.958 -3.955 -2.459
H 2.019 1.820 -1.670
H 0.879 2.483 -2.425
O 1.259 1.599 -2.258


# 2
30
Properties=species:S:1:pos:R:3 method="wB97M-V/def2-TZVPD" charge=0 orbital_gap_ev=7.98
C -3.340 0.082 0.954
C -2.424 0.964 0.103
O -2.828 2.091 -0.208
C -0.996 0.573 -0.153
C -0.387 0.904 -1.370
N -1.136 1.596 -2.311
C 1.052 0.674 -1.772
C 2.129 0.507 -0.994
C 3.174 0.302 -1.913
C 2.655 0.403 -3.198
Cl 3.520 0.267 -4.676
O 1.366 0.691 -3.126
C -0.298 -0.284 0.851
C -0.353 0.079 2.209
C 0.252 -0.689 3.188
C 0.871 -1.887 2.791
C 0.952 -2.280 1.441
C 0.321 -1.502 0.461
H -4.383 0.255 0.660
H -3.247 0.322 2.004
H -3.048 -0.964 0.756
H -0.624 2.028 -3.067
H -2.015 2.048 -1.964
H 2.150 0.562 0.119
H 4.181 0.083 -1.667
H -0.849 0.993 2.417
H 0.177 -0.309 4.235
H 1.342 -2.477 3.600
H 1.475 -3.179 1.210
H 0.312 -1.850 -0.579


# 3
98
Properties=species:S:1:pos:R:3 method="wB97M-V/def2-TZVPD" charge=0 spin_multiplicity=2 orbital_gap_ev="4.31 / 7.12"
Ag -0.097 0.346 -1.297
S 5.124 0.620 -4.363
C 6.749 0.612 -4.913
C 7.617 0.520 -3.874
C 6.960 0.459 -2.612
C 5.594 0.504 -2.699
C 4.611 0.468 -1.618
C 3.237 0.582 -1.864
N 2.294 0.574 -0.947
C 2.658 0.433 0.372
C 4.038 0.304 0.722
C 4.383 0.164 2.118
C 3.440 0.153 3.075
C 2.035 0.276 2.749
C 1.046 0.254 3.705
C -0.314 0.385 3.337
C -0.568 0.543 1.969
N 0.346 0.549 1.024
C 1.672 0.419 1.374
C -1.409 0.297 4.289
C -2.756 0.511 4.108
C -3.530 0.288 5.281
C -2.779 -0.093 6.347
S -1.117 -0.186 5.927
C 4.987 0.324 -0.274
H 6.963 0.671 -5.968
H 8.691 0.496 -3.995
H 7.489 0.386 -1.672
H 2.890 0.688 -2.890
H 5.433 0.073 2.378
H 3.716 0.055 4.120
H 1.322 0.144 4.749
H -1.594 0.649 1.623
H -3.183 0.843 3.171
H -4.603 0.415 5.326
H -3.098 -0.318 7.352
H 6.033 0.222 -0.003
O -0.148 3.597 0.286
C 0.027 3.575 -1.021
O -0.461 2.729 -1.737
C 0.906 4.689 -1.571
N 1.259 5.629 -0.495
C 0.464 6.847 -0.735
C 0.371 6.957 -2.253
C 0.172 5.498 -2.677
H 1.797 4.197 -1.963
H 2.245 5.845 -0.525
H 0.400 4.353 0.604
H 0.918 7.706 -0.246
H -0.533 6.701 -0.310
H 1.316 7.339 -2.647
H -0.432 7.613 -2.589
H 0.577 5.284 -3.663
H -0.886 5.234 -2.692
O -2.564 0.023 -1.697
N -2.786 0.164 -2.966
C -2.947 1.394 -3.497
C -3.158 1.550 -4.850
C -3.210 0.439 -5.678
C -3.039 -0.812 -5.110
C -2.827 -0.931 -3.753
H -2.870 2.200 -2.783
H -3.276 2.549 -5.244
H -3.372 0.548 -6.742
H -3.061 -1.710 -5.712
H -2.652 -1.861 -3.233
C 0.616 -6.013 1.521
C 0.294 -5.500 2.924
C -0.549 -4.225 2.956
C 0.155 -2.978 2.418
N 0.210 -2.881 0.959
C -0.649 -2.410 0.044
S -0.065 -2.307 -1.577
N -1.901 -2.005 0.283
C -2.771 -2.054 1.457
C -3.827 -3.162 1.380
C -5.074 -2.815 0.567
C -4.825 -2.583 -0.924
H 1.063 -7.007 1.566
H 1.321 -5.365 0.997
H -0.287 -6.075 0.909
H 1.224 -5.324 3.473
H -0.246 -6.278 3.470
H -0.844 -4.019 3.989
H -1.468 -4.391 2.388
H 1.194 -2.974 2.752
H -0.282 -2.072 2.825
H 1.092 -3.105 0.528
H -2.307 -1.588 -0.547
H -3.267 -1.083 1.531
H -2.187 -2.166 2.358
H -4.134 -3.403 2.401
H -3.361 -4.061 0.964
H -5.543 -1.926 1.001
H -5.791 -3.631 0.686
H -4.303 -1.642 -1.110
H -5.770 -2.541 -1.469
H -4.226 -3.392 -1.350


One value per record, in order, for energy: -35898.8719 -32818.9296 -92777.4585 eV.